[1]
{"formula": "C46H80MgO31S6", "method": "ωB97M-V/def2-TZVPD", "elements": ["C", "H", "O", "C", "H", "H", "H", "O", "O", "H", "H", "H", "O", "H", "C", "C", "O", "H", "H", "C", "H", "H", "O", "O", "C", "H", "C", "H", "H", "O", "H", "C", "H", "S", "H", "H", "C", "O", "C", "H", "H", "H", "C", "H", "C", "H", "O", "C", "H", "H", "H", "H", "H", "H", "H", "H", "H", "C", "C", "H", "H", "H", "O", "C", "C", "H", "O", "O", "H", "C", "S", "C", "H", "H", "C", "O", "C", "O", "C", "H", "C", "H", "H", "O", "H", "C", "C", "H", "O", "H", "Mg", "O", "O", "H", "H", "H", "C", "H", "H", "C", "H", "H", "H", "C", "C", "O", "H", "C", "H", "C", "H", "H", "O", "H", "C", "S", "C", "H", "H", "H", "S", "H", "C", "C", "H", "H", "O", "H", "C", "H", "C", "H", "H", "O", "H", "C", "H", "C", "H", "C", "H", "H", "O", "S", "C", "C", "H", "O", "H", "S", "C", "O", "C", "O", "O", "C", "C", "O", "H", "O", "O", "H", "H", "H"], "positions_angstrom": [[-5.48, -1.54, -0.83], [4.81, -0.31, 1.05], [-1.55, 6.60, -0.06], [0.20, 4.16, -2.27], [3.10, -3.24, -0.90], [-4.77, 0.49, 6.31], [-3.85, 0.01, 3.29], [0.05, -2.89, -7.21], [5.04, 3.34, -1.79], [-3.49, -2.12, 1.43], [-2.58, 3.56, 1.95], [5.49, 0.29, -4.09], [-6.55, 3.01, -0.61], [3.48, -0.34, 3.75], [-0.04, 0.47, -5.59], [-1.23, -3.69, 3.46], [-0.65, -3.80, -5.27], [2.54, 3.66, 6.83], [-4.86, 4.55, -2.62], [0.27, -3.29, -6.11], [3.37, 2.01, 1.80], [-0.40, 6.32, 1.63], [-1.06, -1.93, 5.45], [2.43, 4.67, -2.52], [-4.09, 1.91, -0.30], [2.20, -2.41, 2.90], [-2.51, 5.71, 1.81], [0.15, -4.36, 6.02], [1.96, -4.64, -4.03], [0.30, -1.02, 3.11], [-1.65, 4.82, -3.22], [-0.07, 0.31, -0.79], [-0.13, 3.10, 6.10], [-5.10, 3.42, -0.65], [-1.44, -5.46, -3.43], [-2.32, -3.88, -2.05], [-3.60, -2.80, -0.69], [4.44, -2.19, -2.85], [-4.70, 3.49, -2.43], [0.64, 0.38, -6.44], [-1.50, -3.09, -0.90], [-1.37, -4.72, 6.93], [-2.96, -1.39, -5.84], [-0.50, -3.07, -3.36], [4.65, -2.50, -4.13], [-2.81, 6.60, 2.37], [1.68, -1.66, 5.38], [0.32, -1.13, -0.49], [-3.25, 0.03, 7.14], [-5.34, 2.82, -3.01], [-4.30, 1.13, -1.04], [0.74, -6.26, 0.69], [-3.02, 2.09, -0.36], [4.91, -0.41, -1.92], [-2.21, -2.07, -2.22], [-3.88, 4.35, 2.77], [-0.36, 3.61, -1.52], [1.56, 3.53, -2.57], [2.78, -3.08, 3.54], [-4.65, 1.51, 3.85], [3.07, -0.70, 1.33], [0.03, -6.08, -3.98], [2.36, 6.74, -1.70], [4.52, -0.20, -4.11], [4.46, 2.65, -1.04], [-2.81, -0.92, 0.24], [-3.42, 6.73, -1.34], [-1.43, 0.58, 4.94], [3.23, -0.58, -2.37], [-0.19, 1.26, 0.20], [-1.76, -3.22, 5.13], [0.36, 3.42, 5.18], [-4.32, 1.52, 0.69], [-3.63, 3.29, -2.52], [-0.89, -0.72, -5.14], [-3.84, -1.78, -6.52], [0.41, -1.58, 0.85], [1.47, -3.25, -5.51], [3.81, -0.36, 0.60], [-0.20, -1.56, -4.97], [1.45, -3.68, -4.17], [-3.82, -3.78, -0.25], [0.79, -4.75, -0.32], [4.88, -3.59, -4.56], [-0.81, 4.83, 0.80], [-1.89, -0.46, -4.07], [-1.19, 5.83, 1.06], [0.52, 4.49, 5.14], [4.14, 1.34, -1.19], [-3.23, 1.70, 2.89], [0.16, -0.50, 4.96], [3.72, -6.19, 1.20], [-4.83, -1.12, 0.27], [1.85, -2.93, -3.49], [2.19, -3.98, 3.68], [-0.17, -3.46, 3.41], [1.23, -5.32, 0.50], [3.60, 2.25, 6.51], [-3.78, -0.91, 5.83], [-0.72, 4.30, -3.48], [-1.67, -3.14, 2.63], [0.69, -2.60, 1.08], [3.19, -3.31, 0.86], [-2.81, 4.43, 2.56], [4.07, -0.93, 4.45], [1.29, 0.95, 4.90], [-0.62, 1.40, -5.68], [4.25, -0.77, -2.72], [4.92, -1.38, 3.94], [-2.36, -2.91, -1.56], [-1.49, -0.85, -3.14], [2.37, 0.64, -0.48], [0.50, 5.48, -1.79], [4.38, -0.32, 5.30], [3.17, 2.16, 0.74], [-2.76, 1.23, 5.17], [-3.55, -1.71, 0.42], [-2.18, 0.58, -3.90], [2.14, 2.52, 0.67], [3.63, 0.97, -5.72], [3.00, -5.59, 0.05], [0.01, -5.42, -2.38], [-0.92, -4.60, 5.96], [1.82, 5.70, -1.94], [1.51, 3.03, -3.53], [-1.03, 3.32, -3.84], [-3.38, 5.67, 0.64], [4.55, -3.74, 0.05], [3.34, 0.91, -0.06], [-2.22, 4.34, 3.47], [-0.14, 0.82, 1.57], [3.75, -1.23, -0.06], [-0.19, 4.94, -4.19], [0.65, -1.94, -1.38], [-1.38, -4.75, 3.27], [-0.37, -5.25, -3.39], [-0.45, 2.29, 0.00], [-0.07, -3.88, -3.95], [3.72, -3.40, 3.09], [3.38, 0.61, -4.73], [-1.06, -5.48, 5.34], [-0.34, 3.10, 4.40], [-3.05, -1.15, -4.49], [3.03, -2.29, 5.13], [-3.69, 1.04, 3.61], [-2.86, 6.41, -0.35], [2.02, 2.03, 7.33], [-0.27, 1.58, 2.53], [1.30, -4.79, 1.45], [1.82, 2.36, 4.95], [0.23, -0.67, 1.90], [-0.20, 0.76, -1.97], [-3.76, 0.12, 6.18], [-6.56, -1.18, -1.17], [-4.72, -2.43, -1.49], [2.58, 2.60, 6.60], [3.46, -3.83, -0.06], [4.64, -1.41, -4.91], [0.59, 0.82, -4.77], [4.02, 3.12, 0.17], [-1.72, -1.09, -6.24], [1.87, 2.77, -1.85], [2.52, -0.07, -4.72], [3.23, 1.47, -4.07]], "lowdin_charge": [-0.5814, 0.1032, 0.0646, -0.2948, 0.0368, 0.0661, 0.0674, 0.1873, 0.1978, 0.1146, 0.0652, 0.1581, -0.5531, 0.0442, -0.0006, -0.2271, 0.0832, 0.0601, 0.0387, -0.5945, 0.1293, 0.1411, -0.5643, 0.0844, -0.2425, 0.0338, -0.2706, 0.0613, 0.1363, -0.1069, 0.0769, -0.3793, 0.0616, 0.8484, 0.0847, 0.0787, -0.2770, 0.0522, -0.2262, 0.0942, 0.0783, 0.0544, -0.5473, 0.1065, -0.6021, 0.1588, -0.5831, -0.3554, 0.0602, 0.0652, 0.0517, 0.0526, 0.0361, 0.1184, 0.0619, 0.0955, 0.1139, -0.0649, -0.2500, 0.0694, 0.0694, 0.0971, 0.1556, -0.2624, -0.5459, 0.1257, 0.1751, -0.5709, 0.1253, -0.0290, 0.9480, -0.2192, 0.0276, 0.0307, -0.2852, 0.1730, 0.0001, 0.0720, -0.0024, 0.1235, -0.0799, 0.1519, 0.0286, 0.1538, 0.1269, -0.1221, -0.1038, 0.0681, 0.0299, 0.0212, 0.4543, -0.5569, 0.0281, 0.1138, 0.0547, 0.0380, -0.2436, 0.0457, 0.0483, 0.0023, 0.0477, 0.0808, 0.0115, -0.0210, -0.2080, -0.5683, 0.0841, -0.0893, 0.0619, -0.0013, 0.0807, 0.1248, 0.0780, 0.0489, -0.1105, 0.9427, -0.0748, 0.1374, 0.1219, 0.0966, 0.8334, 0.0710, -0.2071, -0.5770, 0.1244, 0.0766, 0.0158, 0.0652, -0.2980, 0.0755, -0.3281, 0.0573, 0.1027, 0.0054, 0.0636, -0.0273, 0.0855, -0.2941, 0.0664, 0.0078, 0.0553, 0.0160, 0.0644, 0.9782, -0.1991, -0.5644, 0.0657, -0.0250, 0.0182, 0.9563, -0.2912, -0.0166, -0.2392, 0.1791, 0.1056, -0.2160, -0.2585, 0.0884, 0.0559, 0.0773, 0.0846, 0.1130, 0.0741, 0.0756], "largest_force_ev_per_a": 3.660, "total_charge": 0, "de_lowest_ev": 0.000, "molar_mass_g_mol": 1345.8, "homo_ev": -8.03, "orbital_gap_ev": 6.999}

[2]
{"formula": "C6H8N2O2", "method": "ωB97M-V/def2-TZVPD", "elements": ["H", "H", "H", "C", "H", "C", "C", "H", "H", "N", "C", "N", "H", "C", "H", "C", "O", "O"], "positions_angstrom": [[-2.27, -0.30, -1.26], [-1.70, 1.04, -0.02], [-1.88, 1.36, -1.76], [0.42, -0.47, 1.46], [-0.04, 1.53, 1.60], [0.80, 0.90, 1.03], [0.69, 1.15, -0.53], [0.48, 2.23, -0.72], [1.74, 1.25, -0.93], [0.90, -1.28, 2.24], [-0.12, -1.12, -0.34], [-0.16, -2.28, -0.59], [1.75, 1.05, 1.54], [-1.61, 0.63, -1.06], [0.36, -0.11, -2.09], [-0.18, 0.08, -1.17], [-0.06, -3.47, -0.40], [0.88, -2.19, 3.00]], "lowdin_charge": [0.1173, 0.1005, 0.0535, -0.0768, 0.1522, -0.1367, -0.1764, 0.1234, 0.1220, -0.0778, -0.1018, -0.0628, 0.1104, -0.0391, 0.1460, -0.3400, 0.0343, 0.0518], "largest_force_ev_per_a": 4.009, "total_charge": 0, "de_lowest_ev": 8.202, "molar_mass_g_mol": 140.1, "homo_ev": [-8.21, -8.13], "orbital_gap_ev": [7.889, 7.713]}

[3]
{"formula": "C29H41F5P2STi", "method": "ωB97M-V/def2-TZVPD", "elements": ["C", "H", "H", "C", "H", "H", "H", "H", "C", "H", "P", "F", "C", "H", "C", "H", "C", "H", "H", "H", "C", "H", "H", "C", "H", "H", "C", "F", "C", "C", "Ti", "F", "C", "H", "H", "C", "C", "H", "H", "C", "H", "C", "H", "C", "P", "C", "C", "H", "C", "H", "F", "H", "C", "C", "H", "C", "H", "H", "C", "H", "F", "H", "H", "C", "H", "H", "H", "S", "H", "C", "C", "H", "H", "C", "C", "H", "H", "H", "H"], "positions_angstrom": [[-1.89, -0.27, 0.41], [6.79, -0.47, -1.51], [4.05, -4.42, -5.75], [2.34, 0.69, -2.62], [-1.75, 0.06, -3.09], [4.05, -0.87, -1.25], [0.62, -2.33, -2.85], [0.34, 2.75, 2.15], [-1.56, 0.69, 2.79], [-2.48, 1.22, 3.05], [2.94, -2.58, -4.62], [1.02, -1.26, 5.77], [-1.49, -3.56, 4.40], [3.29, 0.17, -2.85], [1.32, -1.62, -2.38], [4.30, -2.20, -6.64], [-2.92, -1.29, 0.77], [-3.19, -1.91, -0.08], [1.92, -3.06, -0.92], [0.47, -0.04, -3.50], [-0.90, 1.46, -0.78], [-2.60, -1.95, 1.59], [2.25, 1.44, -3.41], [-0.74, -2.83, 5.32], [-0.88, 3.76, 1.36], [3.12, -4.98, -4.32], [1.25, -0.27, -2.77], [-1.91, -4.21, 2.16], [6.55, -1.31, -2.18], [2.51, 0.87, 0.03], [-0.10, -1.05, -0.54], [1.51, -0.96, 3.14], [4.71, -2.50, -3.97], [5.40, -2.56, -4.83], [-0.35, 1.91, -2.79], [2.71, -0.43, 0.31], [0.29, -1.99, 4.88], [-0.74, 1.20, 3.33], [3.90, -2.14, -0.05], [-0.18, -2.62, 2.57], [7.35, -1.45, -2.92], [-0.67, 2.41, -1.88], [4.97, 0.36, -5.18], [0.56, -1.87, 3.51], [5.03, -0.92, -3.11], [-1.20, -3.46, 3.05], [-0.14, 2.97, 1.18], [6.60, -0.25, -4.77], [-1.68, 0.25, -0.94], [4.91, -3.32, -3.26], [-0.99, -2.92, 6.65], [5.91, 1.15, -3.90], [3.30, -1.43, -0.65], [-2.26, -0.32, -2.19], [-2.22, -1.43, -2.20], [2.38, -2.29, -1.56], [-3.82, -0.76, 1.10], [2.24, 1.55, 0.85], [3.34, -1.84, -6.27], [0.63, 3.39, 0.52], [-2.49, -4.37, 4.81], [6.43, -2.22, -1.57], [-3.33, -0.03, -2.24], [3.12, -4.31, -5.19], [0.08, 3.16, -1.63], [-1.64, -0.32, 3.19], [1.96, 2.38, -1.30], [0.05, -2.81, 0.79], [3.64, 1.88, -1.45], [-0.74, 1.74, 0.59], [5.68, 0.18, -4.38], [2.59, -0.81, 1.33], [3.06, -2.88, -2.19], [-1.30, 0.68, 1.33], [2.62, 1.50, -1.32], [3.33, -0.74, -6.23], [-1.59, 2.97, -2.14], [2.54, -2.15, -6.96], [2.25, -4.55, -5.81]], "lowdin_charge": [-0.3393, 0.0535, 0.0525, -0.2105, 0.0910, 0.0116, 0.1117, 0.0985, 0.0210, 0.1264, 0.8771, 0.1281, -0.1018, -0.0055, -0.2692, 0.0504, -0.0205, 0.0961, 0.0601, 0.1152, -0.1839, 0.0587, 0.1353, -0.0811, 0.1220, 0.0422, -0.1208, 0.0611, -0.2507, -0.0691, 0.9400, 0.0626, -0.5245, 0.0634, 0.0779, -0.1110, -0.1012, 0.0995, 0.1370, -0.4028, 0.0506, 0.0015, 0.0287, -0.1720, 0.8021, -0.2387, 0.0046, 0.0516, -0.3730, 0.0638, 0.1483, 0.0546, -0.2086, 0.0007, 0.1037, -0.2501, 0.1203, 0.1138, -0.2848, 0.0842, 0.1417, 0.0506, 0.1330, -0.2906, 0.0841, 0.0791, 0.0888, 0.8684, 0.1422, -0.1597, -0.2547, 0.0932, 0.0685, -0.1462, -0.1404, 0.0224, 0.1257, 0.0464, 0.0452], "largest_force_ev_per_a": 2.863, "total_charge": 2, "de_lowest_ev": 1.772, "molar_mass_g_mol": 626.5, "homo_ev": -12.87, "orbital_gap_ev": 5.073}

Which formula does entry 3 have? C29H41F5P2STi